(1)
{
  "formula": "C22H58ClN4O23P6",
  "method": "ωB97M-V with the def2-TZVPD basis set",
  "orbital_gap_ev": 8.0,
  "charge": 1,
  "lumo_ev": -3.1604,
  "spin_multiplicity": 1,
  "e_tot_ev": -145050.362,
  "species": ["C", "N", "C", "C", "O", "C", "C", "C", "N", "O", "C", "P", "N", "O", "N", "Cl", "H", "H", "H", "H", "H", "H", "H", "H", "H", "H", "H", "H", "H", "C", "O", "P", "O", "O", "C", "O", "C", "H", "H", "H", "H", "H", "H", "H", "H", "H", "C", "O", "P", "O", "O", "C", "O", "C", "H", "H", "H", "H", "H", "H", "H", "H", "H", "C", "O", "P", "O", "O", "C", "O", "C", "H", "H", "H", "H", "H", "H", "H", "H", "H", "C", "O", "P", "O", "O", "C", "O", "C", "H", "H", "H", "H", "H", "H", "H", "H", "H", "C", "O", "P", "O", "O", "C", "O", "C", "H", "H", "H", "H", "H", "H", "H", "H", "H"],
  "xyz": [[3.964509, -2.133100, -1.498457], [3.108613, -2.564609, -2.628363], [2.571940, -1.443211, -3.426141], [2.152896, -3.478192, -2.249411], [2.268580, -4.239933, -1.307213], [0.839934, -3.625636, -3.067744], [-0.299238, -2.906394, -2.379392], [-0.254970, -2.221816, -1.212004], [-1.565720, -1.751745, -1.087745], [-2.009929, -0.969183, -0.067971], [-2.323006, -2.134030, -2.096180], [-4.147599, -1.731951, -2.394022], [-4.124557, -0.801884, -3.866759], [-4.625880, -0.657666, -1.258659], [-1.574238, -2.881701, -2.928240], [-2.101639, -3.616120, -4.335368], [3.554319, -2.351551, -0.508150], [4.119419, -1.045515, -1.533734], [4.961930, -2.569857, -1.658331], [3.254537, -0.583453, -3.427217], [2.528680, -1.766747, -4.479742], [1.599121, -1.058648, -3.079601], [0.586894, -4.695949, -3.133286], [0.921872, -3.257826, -4.101759], [0.574141, -2.060795, -0.528897], [-2.341254, -1.558155, 0.631175], [-3.354727, -0.128359, -3.788753], [-3.784342, -1.457360, -4.576650], [-4.018554, 0.094145, -1.168936], [-9.820491, -3.592096, 2.271180], [-10.433402, -2.519054, 1.533491], [-9.422947, -1.257054, 1.062315], [-10.480289, -0.285115, 0.691869], [-8.866950, -2.098481, -0.225190], [-9.789692, -2.695985, -1.128297], [-8.114062, -0.229087, 0.990776], [-6.800909, -0.739335, 0.724476], [-10.533535, -4.410632, 2.333465], [-8.915339, -3.946234, 1.767510], [-9.570648, -3.256875, 3.278653], [-10.735848, -2.156406, -1.158105], [-9.965471, -3.735037, -0.844486], [-9.340876, -2.685228, -2.120734], [-6.673459, -0.888297, -0.340976], [-6.624709, -1.674500, 1.255768], [-6.072317, 0.001094, 1.055846], [4.031750, 1.552621, 3.802050], [4.357802, 1.371892, 2.403387], [3.069330, 1.124586, 1.362350], [3.856212, 0.651592, 0.188700], [2.749966, 2.718497, 1.302320], [3.795430, 3.649470, 1.016681], [1.536645, 0.797985, 0.766702], [0.411669, 1.551241, 1.244822], [4.924011, 1.893862, 4.317353], [3.243610, 2.298867, 3.927062], [3.709519, 0.605288, 4.232767], [4.586274, 3.207879, 0.411503], [4.212748, 4.022831, 1.952819], [3.369870, 4.495494, 0.478147], [0.356482, 2.505548, 0.723799], [0.471080, 1.718964, 2.318481], [-0.494976, 0.986632, 1.023211], [4.470865, 10.359074, 0.049466], [4.408362, 9.029223, -0.498373], [2.889582, 8.278428, -0.491951], [3.448835, 6.923706, -0.810637], [2.480625, 9.098336, -1.848781], [3.391683, 9.172931, -2.938980], [1.310720, 7.740908, -0.348822], [0.212121, 8.632752, -0.595890], [5.442151, 10.781381, -0.197419], [3.687950, 10.994674, -0.375750], [4.361648, 10.321257, 1.133975], [4.055866, 8.309693, -2.972647], [3.979556, 10.089326, -2.868883], [2.808779, 9.212285, -3.858082], [0.030455, 8.708994, -1.666680], [0.399324, 9.620846, -0.180599], [-0.677032, 8.213536, -0.126379], [0.517236, -9.051380, -5.108824], [0.185757, -7.659653, -5.295644], [-0.072662, -7.158250, -6.881079], [-0.022442, -5.690002, -6.628094], [-1.606072, -7.727096, -6.880939], [-2.461058, -7.343815, -5.821040], [-0.042759, -7.123585, -8.535307], [-0.614156, -8.201373, -9.298724], [0.461732, -9.273053, -4.045870], [-0.186347, -9.695698, -5.643990], [1.530262, -9.243359, -5.462662], [-2.154979, -6.377241, -5.427034], [-2.442266, -8.094581, -5.029238], [-3.479450, -7.279565, -6.202171], [-1.692369, -8.072160, -9.370871], [-0.384592, -9.168475, -8.856573], [-0.196152, -8.161965, -10.302866], [5.036135, 4.478762, 9.709246], [4.254453, 3.992248, 8.600987], [4.391866, 2.352323, 8.248983], [3.747618, 2.389405, 6.908082], [3.338483, 1.972194, 9.439161], [2.084879, 2.638885, 9.518705], [4.930415, 0.780330, 8.212102], [5.135893, 0.051988, 9.434233], [4.703445, 5.487676, 9.940596], [4.898126, 3.847263, 10.591959], [6.092147, 4.502561, 9.438502], [1.744225, 2.981519, 8.541805], [2.158726, 3.486108, 10.202298], [1.358332, 1.936645, 9.924750], [4.186868, -0.339763, 9.795488], [5.594435, 0.676333, 10.198134], [5.794572, -0.788267, 9.220160]],
  "forces_ev_per_a": [[1.29, 0.47, -0.45], [-1.77, 1.03, 1.11], [0.50, 0.15, -1.06], [-0.12, -0.96, -0.21], [0.08, 0.33, 0.05], [-0.17, 0.22, -0.37], [2.26, -1.36, -1.05], [-1.09, -0.03, -0.60], [1.17, -0.51, 0.43], [-0.09, 0.32, 0.10], [-1.73, 1.17, -0.37], [-1.77, -0.77, -0.72], [1.61, -0.51, 1.29], [1.58, -0.22, -0.68], [0.46, 1.12, 1.92], [0.23, -0.05, -0.07], [0.08, -0.33, -0.38], [-0.26, -0.36, -0.05], [-0.37, -0.11, 0.54], [-0.04, -0.47, 0.25], [-0.32, 0.23, 0.36], [0.25, -0.23, -0.09], [0.27, 0.30, 0.10], [-0.03, -0.10, 0.29], [-0.42, 0.10, -0.06], [0.07, -0.04, -0.11], [-0.41, 0.32, -0.33], [-0.52, 0.16, -0.23], [-0.29, 0.13, 0.16], [-0.05, -0.12, -0.04], [2.38, 0.56, 2.26], [-3.37, 1.76, -6.38], [0.27, -0.11, 1.12], [0.83, 0.15, 0.40], [-0.20, -0.44, 0.05], [0.10, -1.95, 2.38], [0.09, 0.08, 0.13], [-0.05, 0.07, -0.03], [-0.04, -0.03, -0.01], [-0.04, -0.13, 0.03], [0.05, 0.06, 0.11], [-0.10, 0.02, -0.01], [0.11, 0.10, 0.08], [-0.23, -0.11, 0.03], [0.14, -0.01, -0.08], [-0.16, 0.05, 0.14], [0.05, 0.14, 0.16], [-2.42, -2.08, 1.41], [3.17, 4.17, -5.66], [-0.46, -1.01, 0.70], [-0.90, -0.36, 0.08], [0.33, 0.44, 0.36], [0.26, -0.97, 2.77], [-0.32, -0.01, -0.01], [0.00, -0.02, -0.06], [0.07, 0.03, 0.02], [0.09, 0.06, 0.13], [-0.08, -0.17, 0.04], [0.10, -0.04, -0.03], [-0.16, -0.13, -0.02], [0.18, 0.02, 0.09], [-0.10, 0.10, -0.03], [0.13, -0.15, 0.04], [0.09, 0.07, -0.10], [-1.52, 1.17, 3.07], [1.72, -4.52, -7.32], [-0.04, 0.30, 1.40], [-0.92, 0.33, 0.50], [0.34, 0.37, -0.07], [0.45, 2.31, 2.25], [-0.38, -0.06, 0.08], [0.01, -0.09, -0.02], [0.04, 0.01, -0.02], [0.10, 0.12, 0.00], [-0.05, -0.03, 0.13], [0.08, -0.06, -0.04], [-0.15, -0.02, 0.12], [0.19, 0.06, 0.00], [-0.12, 0.03, -0.08], [0.14, -0.06, 0.14], [-0.05, -0.12, 0.11], [2.00, -1.53, -2.15], [-5.10, 5.10, 1.04], [0.88, -0.53, 0.08], [0.38, -0.47, -0.71], [-0.12, -0.28, 0.39], [1.73, -2.14, 1.42], [0.00, -0.19, -0.41], [-0.01, 0.10, -0.01], [-0.02, 0.02, 0.04], [0.00, -0.07, 0.10], [0.00, 0.05, 0.10], [0.02, 0.09, 0.08], [0.09, -0.01, -0.17], [0.02, 0.02, 0.20], [-0.08, -0.04, -0.08], [0.17, 0.09, 0.12], [-0.05, 0.09, 0.11], [3.19, -1.02, 0.42], [-7.14, -1.23, -2.01], [1.15, 0.29, -0.09], [0.57, -0.53, 0.22], [-0.06, 0.40, 0.27], [2.04, 2.03, 1.10], [0.20, -0.35, 0.12], [-0.05, -0.02, -0.09], [-0.03, 0.03, 0.00], [0.00, 0.11, 0.08], [0.12, -0.02, -0.04], [-0.06, 0.06, -0.07], [0.12, -0.11, -0.02], [-0.05, 0.19, -0.02], [-0.03, -0.10, 0.08], [0.08, 0.15, -0.15]]
}


(2)
{
  "formula": "C22H59N5O6",
  "method": "ωB97M-V with the def2-TZVPD basis set",
  "orbital_gap_ev": [7.5, 1.9],
  "charge": 1,
  "e_above_lowest_kcal_mol": 27.1,
  "lumo_ev": [-2.5976, -8.1984],
  "s_squared": 0.754,
  "spin_multiplicity": 2,
  "e_tot_ev": -43490.161,
  "species": ["C", "C", "C", "O", "C", "N", "H", "H", "H", "H", "H", "H", "H", "H", "H", "H", "H", "C", "C", "C", "O", "C", "N", "H", "H", "H", "H", "H", "H", "H", "H", "H", "H", "H", "C", "C", "C", "O", "C", "N", "H", "H", "H", "H", "H", "H", "H", "H", "H", "H", "H", "C", "C", "C", "O", "C", "N", "H", "H", "H", "H", "H", "H", "H", "H", "H", "H", "H", "C", "O", "C", "C", "N", "C", "C", "O", "C", "H", "H", "H", "H", "H", "H", "H", "H", "H", "H", "H", "H", "H", "H", "H"],
  "xyz": [[0.533102, -3.387134, 0.847017], [-0.101248, -2.172184, 0.212777], [-1.606138, -2.410274, -0.194193], [-2.219218, -1.253834, -0.765193], [-3.585598, -1.344104, -0.936923], [0.050612, -1.083454, 1.163467], [0.082012, -3.661634, 1.800577], [1.601112, -3.250954, 1.017027], [0.281202, -4.226584, 0.198977], [0.481612, -1.867914, -0.656593], [-2.205318, -2.408924, 0.716347], [-1.871468, -3.284854, -0.788163], [-3.953178, -2.303754, -1.300313], [-3.894568, -0.573314, -1.642983], [-4.148858, -1.170214, -0.020073], [0.966282, -1.045464, 1.587977], [0.044812, -0.362884, 0.455767], [5.098222, -7.056564, 2.629587], [3.923712, -6.683744, 1.568977], [2.878872, -7.710234, 1.109337], [2.312272, -7.288894, -0.133203], [1.927112, -8.327264, -1.041633], [3.128052, -5.874814, 2.324327], [5.818112, -6.246474, 2.746207], [5.571732, -7.930264, 2.181767], [4.775992, -7.300304, 3.641947], [4.389962, -6.209574, 0.705337], [1.983052, -7.918464, 1.694357], [3.368882, -8.680944, 1.033687], [2.677272, -9.115684, -0.980313], [1.966552, -7.989964, -2.077383], [0.907532, -8.647854, -0.827693], [2.503792, -5.691494, 1.551797], [3.756702, -5.105424, 2.505847], [3.434112, 6.147166, 5.346757], [3.246232, 4.599756, 5.185247], [2.437572, 4.330196, 3.903687], [2.494342, 2.903976, 3.755247], [1.778382, 2.577846, 2.528777], [4.541342, 3.945296, 5.172427], [2.604102, 6.831266, 5.170137], [4.216892, 6.472376, 4.661497], [3.799082, 6.259516, 6.367677], [2.790162, 4.196156, 6.089247], [2.931222, 4.808906, 3.057957], [1.380442, 4.588956, 3.963957], [2.077812, 3.249786, 1.724447], [0.716082, 2.742906, 2.708707], [1.870602, 1.523356, 2.268707], [4.390862, 2.946876, 5.197277], [5.110302, 4.151016, 5.981167], [5.040882, 1.335306, -2.113373], [3.724982, 1.580496, -1.391603], [2.860962, 0.348246, -1.250343], [1.532292, 0.671206, -0.796783], [0.538252, 1.160966, -1.733053], [4.066922, 2.148016, -0.109123], [4.857052, 0.772796, -3.028733], [5.818982, 0.774356, -1.595683], [5.278562, 2.338486, -2.467233], [3.009282, 2.250706, -1.867723], [3.218982, -0.272484, -0.428993], [2.847092, -0.154404, -2.217423], [0.868432, 1.953566, -2.404533], [-0.351688, 1.643096, -1.328513], [0.256012, 0.429606, -2.490383], [4.696582, 1.471806, 0.298767], [3.255922, 2.056726, 0.485897], [-6.990428, -0.835944, -2.109173], [-6.873618, 0.451246, -2.659623], [-7.794078, 1.394046, -2.095393], [-7.555078, 2.750376, -2.692453], [-6.209558, 3.223636, -2.514613], [-5.997078, 4.588576, -3.001793], [-4.454348, 4.890866, -3.032483], [-3.766558, 4.313086, -4.200973], [-2.325718, 4.455186, -4.158893], [-6.648228, -1.075314, -1.102353], [-6.534078, -1.483614, -2.857753], [-8.052468, -1.077424, -2.066043], [-7.908298, 1.307656, -1.014843], [-8.815768, 1.069626, -2.292863], [-8.331098, 3.422026, -2.325343], [-7.864458, 2.627746, -3.730403], [-5.560038, 2.594536, -2.964583], [-6.415268, 5.288956, -2.278823], [-6.453388, 4.736716, -3.980533], [-3.936198, 4.556576, -2.133673], [-4.460218, 5.973436, -3.159423], [-1.854848, 4.246446, -5.119523], [-1.859358, 3.858536, -3.374913], [-2.121808, 5.524646, -4.106043]],
  "forces_ev_per_a": [[-0.96, -1.00, -0.55], [-0.08, -0.72, 0.35], [-0.49, 1.24, 1.78], [1.43, 0.65, -1.36], [-0.68, 0.13, 0.02], [-1.51, 0.92, -0.80], [-0.13, 0.40, 0.17], [-0.03, -0.13, -0.31], [0.76, -0.40, -0.06], [-0.12, -0.52, -0.65], [0.48, -1.20, 0.82], [0.64, -0.21, -0.18], [0.28, -0.33, -0.31], [0.06, 0.03, -0.13], [0.04, 0.10, 0.51], [0.18, -0.34, -0.15], [0.11, 1.34, 0.98], [-0.63, -1.30, -2.11], [2.27, -3.30, 1.95], [0.69, -2.23, -1.43], [0.52, 0.32, -1.00], [0.57, 0.41, 0.53], [-1.64, 3.28, 0.66], [-0.05, 0.11, -0.45], [0.66, -0.03, 0.40], [-0.59, -0.08, -0.29], [0.08, -0.21, -0.39], [0.54, 0.57, 1.20], [0.11, -0.36, -0.56], [-0.32, -0.43, 0.12], [-0.06, 0.51, 0.15], [0.06, -0.39, 0.08], [-1.38, 1.97, 0.73], [-0.82, 1.20, 0.41], [0.74, -0.99, 0.23], [-0.59, 1.66, 0.29], [1.12, -1.69, 1.33], [-0.76, -0.14, -1.98], [-0.05, 0.19, 1.37], [0.62, -0.20, -1.05], [-0.42, -0.54, 0.16], [0.18, -0.10, 0.01], [0.02, 0.53, -0.01], [-1.20, 0.29, -0.20], [0.00, 0.16, -0.16], [0.01, 0.57, 0.22], [0.23, -0.16, -0.15], [-0.27, 0.08, -0.04], [0.43, 0.10, 0.10], [0.02, -0.14, -0.22], [-0.17, 0.39, 0.14], [-1.29, 0.45, -1.72], [-0.27, -0.77, 0.71], [-0.63, 0.04, -0.06], [-1.38, 0.79, -0.39], [1.19, 0.17, -1.21], [-0.18, -0.01, 0.66], [-0.06, -0.14, -0.16], [-0.12, 0.53, 0.45], [1.08, -0.18, 0.26], [0.66, 0.58, -0.67], [0.24, -0.40, -0.30], [-0.24, -0.48, 0.02], [0.94, 0.41, 0.19], [0.16, -0.74, 1.04], [-0.25, -0.73, 0.48], [0.56, 0.11, 0.34], [-0.31, 0.40, 0.19], [-1.08, -1.16, -0.79], [0.13, 1.88, 0.92], [-0.44, -2.01, 0.15], [-1.14, -0.89, 1.90], [-2.00, 1.16, -3.55], [2.89, -0.22, 1.47], [0.11, -0.05, -2.04], [-0.99, -0.32, 1.00], [-0.53, 1.07, -0.29], [0.72, 0.81, 0.07], [0.09, -0.18, 0.37], [-0.26, -0.27, -0.20], [1.21, 0.60, 0.49], [-0.33, 0.14, -0.98], [0.41, 0.47, 0.33], [0.93, 0.22, -0.79], [0.99, -0.90, 0.69], [-0.36, 0.00, -0.07], [-0.16, -0.26, -0.13], [-0.23, 0.21, 0.26], [0.57, 0.18, 0.39], [-0.66, -0.77, -0.11], [-0.10, 0.16, 0.11], [0.24, 0.11, 0.81]]
}